[1]
Formula: C2H3NS2
Source: OMol25
Level of theory: wB97M-V/def2-TZVPD

HOMO energy (spin up / spin down): -9.00 / -8.75 eV
F_max: 2.699 eV/A
total energy: -929.0464 Ha
charge: 0
frontier orbital gap (spin up / spin down): 7.3 / 8.0 eV
energy above the lowest of the compared OMol25 structures with the same formula, charge and spin: 44.52 kcal/mol

The geometry in XYZ format:
```
8
C2H3NS2 wB97M-V/def2-TZVPD
C 0.631 0.886 -0.234
C 0.291 -0.604 0.069
N -0.098 1.839 -0.362
S -1.351 -1.097 -0.466
S -2.582 -0.008 0.565
H 1.726 0.943 -0.261
H 0.987 -1.256 -0.456
H 0.397 -0.704 1.145
```


[2]
Formula: C2H3NOS2
Source: OMol25
Level of theory: wB97M-V/def2-TZVPD

HOMO energy: -9.15 eV
F_max: 2.208 eV/A
total energy: -1004.2958 Ha
SMILES: ON(C=S)C=S
charge: 0
frontier orbital gap: 8.0 eV
energy above the lowest of the compared OMol25 structures with the same formula, charge and spin: 57.60 kcal/mol

The geometry in XYZ format:
```
9
C2H3NOS2 wB97M-V/def2-TZVPD
O 0.117 1.515 -0.057
N 0.117 0.149 -0.046
C 1.334 -0.443 0.069
S 2.748 0.341 -0.034
C -1.098 -0.448 -0.093
S -2.543 0.314 -0.005
H -0.814 1.714 0.231
H 1.243 -1.553 0.096
H -1.104 -1.590 -0.160
```


[3]
Formula: C34H38F6N10PSV
Source: OMol25
Level of theory: wB97M-V/def2-TZVPD

HOMO energy (spin up / spin down): -16.19 / -16.18 eV
F_max: 2.027 eV/A
total energy: -4148.0904 Ha
spin multiplicity: 2
charge: +3
frontier orbital gap (spin up / spin down): 4.4 / 5.7 eV
energy above the lowest of the compared OMol25 structures with the same formula, charge and spin: 29.82 kcal/mol

The geometry in XYZ format:
```
91
C34H38F6N10PSV wB97M-V/def2-TZVPD
V 1.258 -0.166 -1.001
C 3.158 -4.155 -1.367
C 2.989 -2.771 -1.479
N 1.796 -2.226 -1.293
C 0.748 -3.041 -1.016
C 0.964 -4.400 -0.860
N 2.163 -4.949 -1.029
C -0.590 -2.392 -1.162
C -1.815 -3.015 -1.324
C -2.895 -2.283 -1.846
C -2.665 -0.975 -2.310
C -1.419 -0.406 -2.124
N -0.480 -1.090 -1.452
C -0.799 0.708 -2.897
C -1.432 1.531 -3.807
N -0.749 2.263 -4.690
C 0.559 2.151 -4.701
C 1.242 1.369 -3.750
N 0.565 0.691 -2.846
C -4.210 -2.913 -2.032
C -5.376 -2.160 -1.862
C -6.597 -2.784 -2.055
N -6.729 -4.055 -2.412
C -5.617 -4.759 -2.582
C -4.340 -4.252 -2.400
H 4.126 -4.605 -1.554
H 3.813 -2.110 -1.717
H 0.154 -5.069 -0.597
H -1.951 -4.058 -1.076
H -3.437 -0.468 -2.872
H -2.512 1.601 -3.853
H 1.114 2.689 -5.460
H 2.323 1.311 -3.731
H -5.342 -1.124 -1.553
H -7.519 -2.231 -1.916
H -5.750 -5.792 -2.884
H -3.483 -4.884 -2.583
F 0.946 -0.505 0.666
P 2.578 -2.826 2.851
F 1.971 -1.430 3.162
F 1.259 -3.193 2.028
F 2.346 -4.020 3.781
F 3.896 -2.425 3.608
F 3.393 -2.979 1.524
C 2.151 4.761 1.805
C 1.022 4.478 2.790
C 1.235 3.196 3.591
C 1.196 1.927 2.746
N -0.157 1.668 2.243
C -0.579 1.660 1.001
S 0.515 2.007 -0.339
N -1.857 1.495 0.699
C -2.935 1.139 1.624
C -3.004 -0.363 1.867
C -4.173 -0.751 2.765
C -4.192 -2.241 3.061
H 2.071 5.765 1.392
H 2.153 4.068 0.960
H 3.120 4.692 2.303
H 0.063 4.434 2.263
H 0.935 5.311 3.489
H 0.497 3.109 4.394
H 2.211 3.229 4.082
H 1.492 1.055 3.321
H 1.854 2.013 1.880
H -0.862 1.556 2.962
H -2.075 1.557 -0.282
H -3.860 1.512 1.184
H -2.812 1.701 2.554
H -2.063 -0.715 2.307
H -3.101 -0.867 0.896
H -5.111 -0.456 2.287
H -4.116 -0.186 3.699
H -4.269 -2.825 2.140
H -5.039 -2.511 3.687
H -3.286 -2.554 3.583
N 4.776 0.909 0.706
C 3.849 0.109 0.200
N 3.136 0.683 -0.775
C 3.669 1.988 -0.886
C 3.310 3.080 -1.679
C 4.036 4.244 -1.527
C 5.094 4.348 -0.611
C 5.450 3.286 0.196
C 4.708 2.124 0.034
H 5.418 0.662 1.447
H 3.704 -0.900 0.552
H 2.488 3.056 -2.378
H 3.786 5.106 -2.130
H 5.634 5.280 -0.531
H 6.261 3.357 0.906
```


[4]
Formula: C5H8O2
Source: OMol25
Level of theory: wB97M-V/def2-TZVPD

HOMO energy: -10.04 eV
F_max: 0.522 eV/A
total energy: -345.7312 Ha
SMILES: O=CCC=O.C=C
charge: 0
frontier orbital gap: 10.7 eV
energy above the lowest of the compared OMol25 structures with the same formula, charge and spin: 46.31 kcal/mol

The geometry in XYZ format:
```
15
C5H8O2 wB97M-V/def2-TZVPD
O -1.557 1.698 -0.885
C -1.504 0.518 -0.646
C -1.663 -0.066 0.742
C -0.579 -1.063 1.089
O 0.057 -1.028 2.112
H -1.347 -0.220 -1.460
H -1.697 0.733 1.485
H -2.620 -0.611 0.752
H -0.409 -1.863 0.338
C 1.631 0.926 -0.653
C 2.141 -0.295 -0.524
H 1.459 1.565 0.209
H 1.365 1.342 -1.621
H 2.321 -0.934 -1.385
H 2.401 -0.702 0.449
```